The following is a DFT calculation (wB97M-V/def2-TZVPD) of a structure of composition C42H44O4Pt.

Summary:
- molar mass (g/mol) = 807.89
- energy (Ha) = -2047.04298

Each line ends with the Mulliken charge.
Cartesian coordinates (Å):
Pt  -1.22023  -0.04617  -0.25607  2.17
C  -4.28505  2.36850  3.15806  -1.83
C  -3.50959  2.21563  1.85386  0.76
C  -2.04462  2.62406  2.05047  -0.77
C  -3.60845  0.83233  1.24909  0.74
C  -3.31790  0.68467  -0.13995  -1.51
C  -3.39635  -0.57826  -0.75398  -0.88
C  -3.77165  -1.72379  0.00756  0.76
C  -3.75321  -3.06865  -0.64893  -1.75
C  -4.07854  -1.54544  1.32677  -0.63
C  -3.98692  -0.28247  1.94364  -0.45
H  -4.28110  3.41528  3.46386  0.45
H  -3.82022  1.79820  3.96647  0.29
H  -5.32267  2.04430  3.06361  0.43
H  -3.94984  2.90053  1.12018  0.49
H  -1.55517  1.93532  2.74405  0.09
H  -1.98846  3.62827  2.47531  0.55
H  -1.49277  2.61115  1.10972  -0.24
H  -3.24142  1.57069  -0.76135  0.54
H  -3.31722  -0.68250  -1.83021  0.74
H  -2.71659  -3.39999  -0.74729  0.22
H  -4.19671  -3.03172  -1.64577  0.41
H  -4.29532  -3.80739  -0.05915  0.38
H  -4.37879  -2.40051  1.92092  0.35
H  -4.22756  -0.20154  2.99629  0.33
C  4.24703  -1.08918  -1.65902  -1.79
C  3.51763  -0.23377  -0.64298  1.32
C  4.44521  0.52428  0.28425  -1.76
O  2.73005  -1.05876  0.23213  -0.15
C  1.48629  -1.51386  -0.28466  0.70
C  1.51029  1.02372  -0.83016  -0.82
O  2.75400  0.71754  -1.42605  -0.23
C  0.49625  1.96828  -1.57034  2.15
O  -0.77716  1.85933  -0.91451  -0.88
C  0.86383  3.44591  -1.46514  -0.25
C  1.78515  3.94079  -0.55012  -0.46
C  2.03042  5.30543  -0.45494  -0.86
C  1.35287  6.19671  -1.27059  -0.50
C  0.42948  5.71243  -2.18782  -0.90
C  0.19474  4.35148  -2.28594  -0.26
C  0.39571  1.55218  -3.03921  0.03
C  1.51427  1.63808  -3.86823  -0.42
C  1.43145  1.27946  -5.20339  -1.02
C  0.22695  0.83305  -5.73490  -0.60
C  -0.89125  0.75738  -4.92108  -0.93
C  -0.80555  1.11794  -3.58082  0.18
C  0.49101  -2.19982  0.74147  0.79
O  -0.84081  -2.01517  0.25363  -0.96
C  0.66743  -1.61786  2.15045  0.47
C  -0.41472  -1.08746  2.84141  0.24
C  -0.26503  -0.61779  4.14226  -0.71
C  0.96678  -0.68022  4.76958  -0.75
C  2.04847  -1.23759  4.09683  -1.09
C  1.89788  -1.70977  2.80477  -0.12
C  0.68296  -3.71237  0.82949  -0.18
C  -0.18987  -4.41882  1.65800  -0.32
C  -0.11724  -5.79553  1.76191  -0.77
C  0.84453  -6.49960  1.04524  -0.55
C  1.72505  -5.80911  0.23214  -0.87
C  1.64276  -4.42404  0.12292  -0.44
H  4.83761  -1.84656  -1.14419  0.36
H  4.90832  -0.46999  -2.26448  0.42
H  3.53326  -1.57415  -2.32535  0.39
H  5.09980  -0.16894  0.81252  0.39
H  3.86353  1.07464  1.02419  0.40
H  5.05042  1.22047  -0.29466  0.37
H  1.64020  -2.19753  -1.12103  0.70
H  1.65952  1.43023  0.17485  0.82
H  2.33925  3.27755  0.10020  0.40
H  2.75684  5.66856  0.26118  0.44
H  1.54514  7.25945  -1.19722  0.40
H  -0.10693  6.39709  -2.83271  0.40
H  -0.52258  3.98256  -3.00828  0.47
H  2.45203  1.99447  -3.46284  0.47
H  2.30780  1.35308  -5.83529  0.44
H  0.16158  0.55576  -6.77940  0.40
H  -1.83829  0.42545  -5.32879  0.45
H  -1.68274  1.08795  -2.94814  0.14
H  -1.38738  -1.06965  2.36886  0.42
H  -1.12210  -0.21051  4.66561  0.47
H  1.08494  -0.31374  5.78155  0.41
H  3.01019  -1.31472  4.58851  0.43
H  2.73822  -2.16334  2.29747  0.47
H  -0.93819  -3.87135  2.21777  0.39
H  -0.80828  -6.32400  2.40667  0.40
H  0.90832  -7.57694  1.12901  0.39
H  2.48551  -6.34357  -0.32312  0.43
H  2.36066  -3.91775  -0.50847  0.41
C  0.77611  -0.28138  -0.76603  -2.37
H  0.27703  -0.48072  -1.72277  1.98
H  0.28973  0.03383  0.35061  -0.63